i) Molecular formula: C25H19Cl2CuF3N2O3PS
Method: DFT, ωB97M-V/def2-TZVPD

Each line ends with the Mulliken spin population.
CARTESIAN COORDINATES (ANGSTROEM)
Cu  -0.459  0.170  0.102  0.165
N  2.943  -0.295  0.403  0.006
C  3.248  -0.138  1.746  -0.056
C  4.521  -0.481  2.226  -0.003
C  4.837  -0.393  3.566  -0.001
C  3.885  0.040  4.482  0.003
C  2.620  0.364  4.022  -0.024
C  2.280  0.293  2.671  -0.030
P  0.559  0.706  2.216  0.512
C  0.106  2.254  3.068  -0.025
C  1.067  3.207  3.401  -0.015
C  0.688  4.433  3.928  -0.001
C  -0.655  4.724  4.124  0.003
C  -1.618  3.780  3.795  0.001
C  -1.239  2.552  3.274  0.019
C  -0.249  -0.512  3.439  0.013
C  -0.631  -0.258  4.756  0.020
C  -1.193  -1.261  5.538  0.005
C  -1.379  -2.533  5.017  0.008
C  -1.002  -2.798  3.708  0.010
C  -0.451  -1.793  2.928  0.060
H  3.751  -0.374  -0.196  -0.004
H  2.267  0.409  0.082  -0.018
H  5.261  -0.832  1.514  -0.001
H  5.831  -0.667  3.901  0.000
H  4.121  0.116  5.535  0.001
H  1.868  0.687  4.731  -0.005
H  2.115  2.991  3.231  -0.001
H  1.446  5.167  4.175  0.000
H  -0.949  5.686  4.526  0.000
H  -2.669  4.002  3.936  0.000
H  -1.994  1.822  3.010  -0.001
H  -0.489  0.727  5.185  0.002
H  -1.486  -1.043  6.559  0.001
H  -1.825  -3.311  5.625  0.001
H  -1.157  -3.781  3.281  0.001
H  -0.191  -2.002  1.895  0.046
F  -4.188  -1.940  -1.941  0.000
C  -3.143  -2.728  -1.664  0.005
F  -3.595  -3.789  -0.986  0.000
F  -2.637  -3.164  -2.823  0.000
S  -1.874  -1.828  -0.685  -0.039
O  -2.587  -1.271  0.445  0.006
O  -0.882  -2.827  -0.379  0.005
O  -1.417  -0.784  -1.613  0.001
Cl  -1.985  2.481  0.015  0.002
C  -0.559  3.487  0.035  -0.005
C  -0.731  4.831  -0.249  -0.007
C  0.359  5.682  -0.287  0.008
C  1.622  5.162  -0.040  -0.002
C  1.769  3.821  0.248  0.050
Cl  3.375  3.231  0.577  0.001
C  0.695  2.893  0.308  -0.011
N  0.947  1.578  0.581  0.292
H  -1.729  5.200  -0.444  0.000
H  0.229  6.732  -0.510  0.001
H  2.501  5.793  -0.063  0.001

Values from the calculation:
- Lowest unoccupied orbital energy (alpha / beta): 0.100 / 0.097 Ha
- Total charge: -1
- Spin multiplicity: 2

=====

ii) Molecular formula: C25H19Cl2CuF3N2O3PS
Method: DFT, ωB97M-V/def2-TZVPD

Each line ends with the Mulliken spin population.
CARTESIAN COORDINATES (ANGSTROEM)
Cu  1.614  1.510  0.004  0.219
N  -1.312  3.159  -0.849  0.006
C  -2.318  2.263  -0.546  -0.027
C  -3.659  2.646  -0.685  0.000
C  -4.692  1.790  -0.362  -0.001
C  -4.418  0.511  0.111  0.003
C  -3.097  0.127  0.258  -0.025
C  -2.034  0.972  -0.061  0.040
P  -0.342  0.349  0.268  0.252
C  -0.262  -1.327  -0.433  0.006
C  -1.094  -1.752  -1.463  -0.014
C  -0.923  -3.009  -2.027  0.000
C  0.079  -3.851  -1.565  0.001
C  0.908  -3.433  -0.533  -0.001
C  0.739  -2.178  0.031  0.002
C  -0.586  -0.100  2.067  0.041
C  -1.004  -1.336  2.561  0.017
C  -1.146  -1.544  3.926  0.001
C  -0.865  -0.523  4.822  0.007
C  -0.433  0.706  4.347  -0.003
C  -0.294  0.909  2.982  0.030
H  -1.622  3.942  -1.404  -0.002
H  -0.495  2.682  -1.259  -0.022
H  -3.874  3.642  -1.058  -0.001
H  -5.717  2.119  -0.484  0.000
H  -5.217  -0.174  0.363  0.000
H  -2.880  -0.864  0.635  -0.003
H  -1.861  -1.089  -1.843  -0.002
H  -1.566  -3.319  -2.841  0.000
H  0.217  -4.828  -2.012  0.000
H  1.697  -4.080  -0.170  0.000
H  1.399  -1.850  0.827  0.003
H  -1.213  -2.151  1.878  0.001
H  -1.473  -2.512  4.289  0.000
H  -0.961  -0.692  5.888  0.001
H  -0.172  1.502  5.032  0.000
H  0.063  1.868  2.622  0.010
F  5.461  1.660  1.296  0.000
C  4.935  1.987  2.483  0.000
F  5.612  1.321  3.431  0.000
F  5.137  3.295  2.681  0.000
S  3.147  1.566  2.547  -0.001
O  3.097  0.165  2.234  -0.001
O  2.719  1.987  3.852  0.001
O  2.645  2.418  1.433  0.004
Cl  3.221  -0.224  -1.181  0.009
C  2.168  -0.312  -2.571  0.048
C  2.567  -1.111  -3.624  -0.029
C  1.762  -1.219  -4.751  0.050
C  0.560  -0.521  -4.786  -0.023
C  0.183  0.258  -3.713  0.060
Cl  -1.349  1.091  -3.793  0.003
C  0.954  0.424  -2.534  -0.038
N  0.527  1.203  -1.533  0.374
H  3.505  -1.646  -3.558  -0.001
H  2.064  -1.842  -5.583  0.006
H  -0.097  -0.585  -5.643  -0.001

Values from the calculation:
- Lowest unoccupied orbital energy (alpha / beta): 0.102 / 0.090 Ha
- Total charge: -1
- Spin multiplicity: 2

=====

Computed stability ranking, most favorable first: ii), i)

=====

i) Molecular formula: C4H9NO2
Method: DFT, ωB97M-V/def2-TZVPD

Each line ends with the natural charge from an NBO analysis.
CARTESIAN COORDINATES (ANGSTROEM)
C  -0.250  1.627  0.224  -0.188
O  -0.510  0.846  1.339  -0.616
C  -0.608  -1.179  0.827  -0.317
C  0.155  -0.804  -0.260  0.111
N  -0.320  -0.019  -1.228  -0.162
O  -1.723  -0.119  -1.294  -0.598
C  1.657  -0.878  -0.218  -0.646
H  -0.505  2.059  1.429  0.438
H  0.781  1.879  -0.028  0.192
H  -1.063  2.006  -0.389  0.205
H  -1.688  -1.182  0.773  0.228
H  -0.143  -1.735  1.638  0.205
H  -1.895  0.200  -2.190  0.475
H  1.988  -1.914  -0.091  0.226
H  2.052  -0.292  0.621  0.218
H  2.072  -0.495  -1.153  0.230

Values from the calculation:
- Lowest unoccupied orbital energy (alpha / beta): 0.020 / 0.020 Ha
- Total charge: 0

=====

ii) Molecular formula: C4H9NO2
Method: DFT, ωB97M-V/def2-TZVPD

Each line ends with the natural charge from an NBO analysis.
CARTESIAN COORDINATES (ANGSTROEM)
C  -1.648  0.812  0.678  -0.620
C  -1.618  -0.648  0.238  -0.228
N  -0.365  -1.035  -0.390  -0.610
C  0.722  -1.346  0.361  0.529
O  0.730  -1.519  1.564  -0.618
O  1.299  1.325  -1.327  -0.514
C  2.460  1.119  -1.069  0.279
H  -1.462  1.487  -0.164  0.209
H  -2.629  1.045  1.104  0.210
H  -0.884  0.997  1.440  0.218
H  -1.760  -1.302  1.102  0.220
H  -2.428  -0.854  -0.470  0.194
H  -0.166  -0.642  -1.300  0.399
H  3.254  1.241  -1.829  0.114
H  2.789  0.784  -0.067  0.121
H  1.634  -1.459  -0.260  0.095

Values from the calculation:
- Lowest unoccupied orbital energy: 0.014 Ha
- Total charge: 0
- SMILES: CCNC=O.C=O

=====

Computed stability ranking, most favorable first: ii), i)

=====

i) Molecular formula: C4H9NO2
Method: DFT, ωB97M-V/def2-TZVPD

Each line ends with the natural charge from an NBO analysis.
CARTESIAN COORDINATES (ANGSTROEM)
C  -1.081  1.393  -0.469  -0.686
C  -0.248  0.378  0.492  -0.054
C  -0.836  -1.006  0.321  -0.078
O  -0.300  -1.935  1.213  -0.729
N  1.155  0.577  0.108  -0.680
C  2.036  -0.402  -0.305  0.548
O  1.886  -1.617  -0.250  -0.623
H  -0.674  2.405  -0.719  0.223
H  -1.983  1.588  0.097  0.235
H  -1.309  0.925  -1.441  0.221
H  -0.360  0.745  1.516  0.204
H  -1.904  -0.896  0.525  0.182
H  -0.717  -1.319  -0.731  0.167
H  0.585  -2.123  0.845  0.495
H  0.693  1.330  -0.447  0.443
H  3.003  -0.017  -0.664  0.132

Values from the calculation:
- Lowest unoccupied orbital energy: 0.029 Ha
- Total charge: 0
- SMILES: C[C@@H](CO)NC=O

=====

ii) Molecular formula: C4H9NO2
Method: DFT, ωB97M-V/def2-TZVPD

Each line ends with the natural charge from an NBO analysis.
CARTESIAN COORDINATES (ANGSTROEM)
C  1.289  -1.193  -0.263  0.468
C  -1.167  1.135  1.574  -0.657
C  -0.299  -0.043  -0.479  -0.082
N  0.415  1.081  -0.995  -0.870
C  -1.067  -0.033  0.649  -0.237
O  1.002  -2.408  0.120  -0.671
O  1.891  -1.177  -1.475  -0.734
H  1.216  -3.081  -0.556  0.464
H  1.991  -0.241  -1.721  0.520
H  -0.608  -0.725  -1.280  0.220
H  0.650  1.725  -0.247  0.373
H  -0.126  1.572  -1.700  0.373
H  -1.614  -0.928  0.905  0.200
H  -1.995  0.999  2.267  0.222
H  -0.256  1.240  2.164  0.207
H  -1.320  2.078  1.038  0.204

Values from the calculation:
- Lowest unoccupied orbital energy (alpha / beta): 0.022 / 0.022 Ha
- Total charge: 0

=====

Computed stability ranking, most favorable first: i), ii)

=====

i) Molecular formula: C4H9NO2
Method: DFT, ωB97M-V/def2-TZVPD

Each line ends with the natural charge from an NBO analysis.
CARTESIAN COORDINATES (ANGSTROEM)
C  0.993  0.866  -2.124  -0.405
N  0.306  0.260  -1.011  -0.627
C  -0.803  -0.490  -1.158  0.532
O  -1.478  -1.000  -0.278  -0.651
C  -0.441  -1.020  1.904  -0.652
C  -0.218  0.417  1.924  0.430
O  0.797  0.979  1.543  -0.609
H  1.029  1.954  -2.006  0.200
H  2.018  0.491  -2.202  0.197
H  0.464  0.632  -3.052  0.201
H  -1.091  -0.633  -2.210  0.100
H  -1.457  -1.390  2.033  0.254
H  0.186  -1.644  1.267  0.244
H  -0.982  0.947  2.514  0.126
H  0.038  -0.872  2.929  0.233
H  0.639  0.504  -0.073  0.427

Values from the calculation:
- Lowest unoccupied orbital energy: 0.037 Ha
- Total charge: 0
- SMILES: CNC=O.CC=O

=====

ii) Molecular formula: C4H9NO2
Method: DFT, ωB97M-V/def2-TZVPD

Each line ends with the natural charge from an NBO analysis.
CARTESIAN COORDINATES (ANGSTROEM)
C  2.190  -0.396  -0.432  -0.621
C  1.003  0.559  -0.343  0.105
O  0.239  0.470  -1.534  -0.721
C  0.087  0.204  0.840  -0.522
C  -1.318  0.853  0.797  0.659
O  -1.602  1.830  1.464  -0.597
N  -2.277  0.256  0.005  -0.851
H  1.852  -1.438  -0.472  0.207
H  2.848  -0.281  0.438  0.214
H  2.780  -0.193  -1.331  0.225
H  1.393  1.584  -0.226  0.165
H  -0.576  0.957  -1.329  0.468
H  -0.043  -0.884  0.846  0.214
H  0.563  0.508  1.778  0.242
H  -3.237  0.525  0.175  0.408
H  -2.112  -0.497  -0.643  0.404

Values from the calculation:
- Lowest unoccupied orbital energy: 0.030 Ha
- Total charge: 0
- SMILES: C[C@@H](O)CC(N)=O

=====

Computed stability ranking, most favorable first: ii), i)